A gas-phase ion, C7H17N2S (charge +1). Source: OMol25; level of theory: ωB97M-V/def2-TZVPD.

For the lowest unoccupied orbital energy, the calculation gives -0.230 Eh. As for the net charge: +1. As for the orbital gap: 0.231 Ha. The energy above the lowest of the compared OMol25 structures with the same formula, charge and spin is 141.7 kcal per mole. Its HOMO energy is -12.5 eV.

Last column: Löwdin charge in e.
Atoms and positions in Å:
C  1.805  0.127  -0.252  -0.249
C  2.361  1.131  0.832  -0.403
C  -1.665  -1.842  -2.817  -0.083
C  -0.395  2.061  1.546  -0.129
C  -0.985  -0.067  2.582  -0.048
C  -0.641  -0.877  -2.289  -0.236
C  -0.180  -1.002  -0.770  -0.215
N  0.447  0.210  -0.420  0.070
N  0.052  0.780  2.035  -0.508
S  1.719  0.658  2.412  1.045
H  2.177  0.418  -1.208  0.159
H  1.991  -0.997  -0.165  0.150
H  3.448  1.092  0.648  0.116
H  2.246  2.123  0.677  0.031
H  -2.522  -1.626  -2.325  0.032
H  -1.659  -1.824  -3.960  0.120
H  -1.332  -2.909  -2.562  0.112
H  -0.737  2.169  0.554  0.060
H  -1.329  2.290  2.211  0.126
H  0.429  2.891  1.577  0.120
H  -1.858  0.543  2.810  0.106
H  -1.124  -0.689  1.761  0.050
H  -0.630  -0.585  3.409  0.079
H  -0.921  0.118  -2.279  0.084
H  0.192  -0.994  -2.924  0.096
H  -1.247  -1.173  -0.332  0.161
H  0.359  -2.027  -0.748  0.153

=====

3 unconnected molecules or ions with the total composition C20H26BF6IN5O11. Source: OMol25; level of theory: ωB97M-V/def2-TZVPD.

For the lowest unoccupied orbital energy, the calculation gives -0.181 Eh. As for the net charge: +1. As for the orbital gap: 0.257 Ha. Its HOMO energy is -11.9 eV.

Last column: Löwdin charge in e.
Atoms and positions in Å:
C  0.217  -0.775  -6.493  -0.053
C  -0.891  -1.756  -6.178  -0.185
O  -0.754  -2.306  -4.825  0.096
B  -1.942  -2.626  -4.258  -0.738
O  -2.541  -3.833  -4.234  0.197
N  -2.663  -1.529  -3.502  0.141
C  -2.169  -0.656  -2.610  -0.143
C  -0.722  -0.741  -2.172  -0.175
O  -0.351  -1.735  -1.638  0.248
C  0.255  0.432  -2.448  -0.355
F  1.475  0.020  -2.115  0.177
F  0.225  0.653  -3.775  0.148
C  -0.098  1.755  -1.686  -0.345
F  -0.988  1.453  -0.724  0.157
F  -0.685  2.577  -2.565  0.159
C  1.067  2.546  -1.019  -0.360
F  0.518  3.697  -0.631  0.178
F  1.999  2.808  -1.969  0.143
C  1.711  1.879  0.233  -0.415
O  1.218  2.049  1.296  0.198
O  2.783  1.118  0.010  0.166
N  -3.068  0.141  -2.083  0.256
C  -4.233  -0.235  -2.664  -0.397
N  -5.412  0.311  -2.410  0.089
C  -5.596  1.448  -1.507  -0.096
C  -5.325  2.828  -2.110  -0.403
C  -4.197  2.985  -3.091  -0.037
N  -6.015  3.835  -1.784  0.157
N  -4.025  -1.257  -3.523  -0.396
I  -5.418  -2.210  -4.639  1.164
H  0.038  0.204  -6.050  0.067
H  1.178  -1.173  -6.163  0.096
H  0.260  -0.646  -7.579  0.092
H  -0.853  -2.606  -6.864  0.130
H  -1.868  -1.264  -6.282  0.124
H  -2.423  -4.352  -5.041  0.141
H  3.218  1.350  -0.824  0.129
H  -6.229  -0.088  -2.846  0.099
H  -6.646  1.434  -1.204  0.129
H  -4.994  1.294  -0.606  0.137
H  -4.220  3.988  -3.511  0.089
H  -3.239  2.794  -2.595  0.063
H  -4.277  2.249  -3.900  0.075
H  -6.753  3.609  -1.115  0.062
C  0.958  0.398  4.268  -0.022
C  0.979  -1.095  4.423  -0.320
C  0.173  -1.871  3.405  -0.094
O  -0.187  -3.052  4.128  0.057
C  -0.201  -2.741  5.451  -0.566
O  -0.628  -3.448  6.304  0.166
O  0.334  -1.515  5.647  0.086
H  1.432  0.881  5.121  0.089
H  1.497  0.684  3.369  0.060
H  -0.067  0.769  4.205  0.093
H  2.005  -1.468  4.450  0.146
H  0.733  -2.138  2.512  0.137
H  -0.743  -1.341  3.128  0.134
C  7.051  -1.238  6.379  -0.019
C  6.358  -0.212  5.525  -0.322
C  5.232  0.558  6.185  -0.081
O  4.387  0.874  5.068  0.059
C  4.587  -0.069  4.119  -0.568
O  3.908  -0.203  3.150  0.148
O  5.648  -0.839  4.433  0.090
H  7.728  -1.841  5.776  0.090
H  7.629  -0.743  7.160  0.094
H  6.326  -1.907  6.845  0.092
H  7.081  0.479  5.083  0.159
H  5.546  1.472  6.681  0.140
H  4.666  -0.066  6.881  0.141

=====

A gas-phase ion, C4H4NO (charge +1). Source: OMol25; level of theory: ωB97M-V/def2-TZVPD.

For the lowest unoccupied orbital energy, the calculation gives -0.259 Eh. The structure (SMILES) is C=C=[N+]=CC=O. As for the net charge: +1. As for the orbital gap: 0.324 Ha. The energy above the lowest of the compared OMol25 structures with the same formula, charge and spin is 26.0 kcal per mole. Its HOMO energy is -15.9 eV.

Last column: Löwdin charge in e.
Atoms and positions in Å:
C  1.981  0.312  0.007  0.247
C  0.817  -0.268  -0.179  -0.043
N  -0.021  -1.187  -0.080  0.176
C  -1.285  -0.981  -0.065  0.083
C  -1.551  0.530  -0.025  -0.049
O  -0.565  1.228  -0.080  0.140
H  2.195  1.293  -0.264  0.102
H  2.794  -0.060  0.435  0.071
H  -1.896  -1.839  0.083  0.138
H  -2.469  0.972  0.168  0.134

=====

2 unconnected molecules or ions with the total composition C3H12NO. Source: OMol25; level of theory: ωB97M-V/def2-TZVPD.

For the lowest unoccupied orbital energy (alpha / beta), the calculation gives -0.307 / -0.568 Eh. Its spin multiplicity is 2. As for the net charge: +2. As for the orbital gap (alpha / beta): 0.440 / 0.179 Ha. The energy above the lowest of the compared OMol25 structures with the same formula, charge and spin is 22.0 kcal per mole. Its HOMO energy (alpha / beta) is -20.3 / -20.3 eV.

Last column: Löwdin charge in e.
Atoms and positions in Å:
C  -0.512  -1.740  0.550  -0.166
C  -1.996  -1.464  0.746  -0.062
N  0.114  -0.748  -0.377  0.167
H  -0.041  -1.679  1.531  0.138
H  -0.401  -2.727  0.106  0.143
H  -2.514  -1.502  -0.202  0.088
H  -2.261  -0.565  1.311  0.093
H  0.115  -0.972  -1.382  0.191
H  -0.309  0.182  -0.352  0.135
H  1.084  -0.492  -0.199  0.146
H  -2.450  -2.264  1.332  0.106
C  1.694  2.313  -0.808  0.053
O  1.071  1.705  0.262  0.198
H  0.945  2.381  0.979  0.218
H  1.630  3.399  -0.676  0.144
H  1.102  2.161  -1.763  0.205
H  2.730  2.011  -1.059  0.203

=====

Molecular weight for the records above, in order: 161.3, 764.2, 82.1, 78.1 g/mol
Energy for the records above, in order: -784.159187, -2800.749610, -284.414681, -250.671482 hartree